Entry 1:
ORCA calculation (the ωB97M-V functional and the def2-TZVPD basis) on a 2-piece molecular cluster, C5H8N2O overall at a distorted geometry.

```
16
Properties=species:S:1:pos:R:3:forces:R:3
C 1.333330 1.360936 -0.170910 0.88 1.13 0.64
C -2.503669 1.157368 0.724865 3.59 -1.02 -1.57
C 1.400590 -0.073013 0.285582 -1.80 3.41 -0.65
C -0.094153 -0.438053 0.184735 3.36 -0.89 -1.29
C 0.052420 -1.720671 -0.685443 -3.75 3.19 -2.90
N 0.144142 1.726980 -0.465762 2.00 2.52 -0.78
N -0.621750 0.693659 -0.543964 -5.81 -1.83 1.33
O -2.456920 0.485101 1.668687 -1.11 0.86 -0.27
H 2.188531 2.038842 -0.339190 -0.59 -0.33 0.45
H -2.972431 1.981368 0.154255 -0.31 -0.37 0.67
H 1.978216 -0.497605 -0.430201 1.71 -2.02 -1.94
H 1.908773 -0.099185 1.163894 1.19 -0.43 2.92
H -0.449717 -0.541123 1.211439 -0.73 -0.40 -0.24
H 0.908583 -1.769757 -1.331596 0.34 0.32 -0.07
H -0.850882 -1.830753 -1.370127 0.88 0.04 0.82
H 0.034935 -2.474094 -0.056261 0.16 -4.16 2.88
```
Forces are in eV/Å.

Output
**Spin multiplicity**: 1
**Largest force on an atom**: 6.234 eV/A
**Frontier orbital gap (alpha / beta)**: 0.2709 / 0.2850 Ha
**Relative energy (zero: lowest compared OMol25 entry of this formula, charge and spin)**: 140.7 kcal/mol

***

Entry 2:
ORCA calculation (the ωB97M-V functional and the def2-TZVPD basis) on the molecule C5H8N2O at a distorted geometry.

```
16
Properties=species:S:1:pos:R:3:forces:R:3
O -1.218894 -1.489544 -1.176086 0.00 2.13 3.04
C -0.789303 -0.710376 -0.313904 0.13 -0.98 -1.45
N -1.545761 -0.090730 0.835448 1.23 -0.98 -2.20
C -1.166104 1.309132 1.047096 -0.52 2.98 -0.33
C -0.822677 0.290226 2.061696 -2.23 0.90 1.36
N 0.590536 -0.286607 -0.401750 -1.04 2.57 1.30
C 1.171966 0.100965 -1.753943 0.98 0.85 2.99
C 1.508364 -1.145213 -1.003875 0.63 -0.96 -0.63
H -0.318693 1.835697 0.496210 -0.76 -1.58 0.62
H -1.962884 2.130373 1.091002 0.53 -1.86 0.38
H -1.331747 0.134008 3.068878 -0.03 0.28 -1.80
H 0.191789 0.255922 2.238230 2.33 -0.92 -0.47
H 1.696656 1.110181 -1.695334 -0.51 -1.88 -0.33
H 0.652381 -0.230586 -2.571542 -1.71 0.29 -2.10
H 2.508268 -1.265143 -0.553579 -0.83 -0.34 -0.04
H 0.836103 -1.948305 -1.368547 1.79 -0.51 -0.34
```
Forces are in eV/Å.

Output
**SMILES**: O=C(N1CC1)N1CC1
**Spin multiplicity**: 1
**Largest force on an atom**: 3.710 eV/A
**Frontier orbital gap**: 0.3951 Ha
**Relative energy (zero: lowest compared OMol25 entry of this formula, charge and spin)**: 100.5 kcal/mol

***

Entry 3:
ORCA calculation (the ωB97M-V functional and the def2-TZVPD basis) on C5H8N2O as an isolated structure at a distorted geometry.

```
16
Properties=species:S:1:pos:R:3:forces:R:3
C 0.221247 0.628147 0.047028 1.26 1.16 0.37
C 0.899287 -0.571710 0.240923 -1.89 0.01 -0.17
N 1.626864 -1.147495 -0.770681 0.12 0.22 -0.22
C 0.078926 1.346492 -1.232988 1.11 0.52 -0.25
C -0.589289 -1.161384 0.425930 0.95 -1.25 1.42
C -1.553614 -1.051185 1.342838 -0.62 0.33 -0.13
O -0.082743 1.417683 1.131586 -0.65 -0.79 -0.81
N -0.027074 2.599142 -1.388321 -0.52 -0.06 0.02
H 0.201824 0.941560 1.922741 0.15 -0.03 0.02
H 1.851015 -2.126642 -0.714456 0.09 0.25 -0.07
H 1.868579 -0.633012 -1.604835 0.02 -0.30 0.02
H -0.147090 3.072939 -0.490412 0.09 -0.09 0.05
H 0.296957 0.763604 -2.127800 -0.40 -0.19 0.03
H -0.591342 -2.069482 -0.170001 -0.05 0.16 -0.17
H -2.258145 -1.857650 1.500401 -0.09 0.02 -0.46
H -1.795403 -0.151009 1.888045 0.44 0.04 0.34
```
Forces are in eV/Å.

Output
**Spin multiplicity**: 1
**Largest force on an atom**: 2.115 eV/A
**Frontier orbital gap (alpha / beta)**: 0.2580 / 0.2581 Ha
**Relative energy (zero: lowest compared OMol25 entry of this formula, charge and spin)**: 114.9 kcal/mol

***

Entry 4:
ORCA calculation (the ωB97M-V functional and the def2-TZVPD basis) on the molecule C5H8N2O at a distorted geometry.

```
16
Properties=species:S:1:pos:R:3:forces:R:3
O -1.444298 0.159018 3.047324 -0.37 -0.41 0.17
N -0.682994 -0.039163 2.122713 -0.04 2.40 -3.13
N 0.252120 -0.828464 1.994299 1.21 -1.42 1.39
C 0.975291 -0.581928 0.739370 -4.64 0.01 0.50
C -0.002367 -1.142939 -0.382108 -0.81 -2.38 3.86
C -1.121401 -0.084634 -0.491096 1.95 1.17 -0.95
C -0.729200 0.922086 0.605749 2.67 -1.60 1.19
C 0.827609 0.879273 0.541969 -1.22 1.23 2.68
H 1.939364 -0.940558 0.698703 1.92 -1.12 0.31
H -0.306036 -2.242956 -0.098854 0.44 2.20 -0.63
H 0.662682 -1.155652 -1.148434 1.11 -0.35 -3.18
H -0.880251 0.294861 -1.535015 -0.96 0.43 1.29
H -2.147980 -0.316890 -0.417810 -0.95 -0.95 -0.06
H -1.178069 1.869377 0.823827 -0.65 0.13 -0.05
H 1.303321 1.499006 1.356504 -0.41 -0.64 -0.91
H 1.258817 1.051690 -0.371232 0.76 1.29 -2.48
```
Forces are in eV/Å.

Output
**SMILES**: [O-][N+]1=N[C@H]2CC[C@@H]1C2
**Spin multiplicity**: 1
**Largest force on an atom**: 4.669 eV/A
**Frontier orbital gap**: 0.3669 Ha
**Relative energy (zero: lowest compared OMol25 entry of this formula, charge and spin)**: 100.7 kcal/mol

***

Entry 5:
ORCA calculation (the ωB97M-V functional and the def2-TZVPD basis) on a 2-piece molecular cluster, C5H8N2O overall at a distorted geometry.

```
16
Properties=species:S:1:pos:R:3:forces:R:3
C -0.717490 -1.307350 1.628441 -0.45 -0.24 0.59
N -0.766273 -1.055011 0.219650 -2.13 0.15 -2.06
C -1.808986 -1.181895 -1.058807 0.75 -0.72 0.89
C -1.071672 -0.032898 -0.575307 1.78 0.80 0.78
O -0.810748 1.151119 -0.658184 -0.78 -0.46 -0.33
H -0.537073 -2.375994 1.777269 0.07 0.22 0.09
H 0.096698 -0.731225 2.084418 -0.17 -0.17 -0.34
H -1.654363 -1.039897 2.130120 0.05 0.00 -0.05
H -1.395353 -1.958993 -1.689521 0.05 0.38 -0.28
H -2.892471 -1.126651 -1.064643 -0.13 -0.15 0.67
C 1.994775 2.067563 -0.623422 -0.54 0.52 -0.54
C 1.723029 0.740988 -0.132817 0.80 -1.60 0.33
N 1.707815 -0.360670 0.216620 0.38 1.06 -0.15
H 1.995844 2.764630 0.203263 0.14 0.21 0.15
H 1.189640 2.363564 -1.303122 0.20 -0.02 0.10
H 2.946629 2.082720 -1.153958 -0.01 0.01 0.14
```
Forces are in eV/Å.

Output
**SMILES**: CN1CC1=O.CC#N
**Spin multiplicity**: 1
**Largest force on an atom**: 2.967 eV/A
**Frontier orbital gap**: 0.3815 Ha
**Relative energy (zero: lowest compared OMol25 entry of this formula, charge and spin)**: 69.6 kcal/mol

***

Entry 6:
ORCA calculation (the ωB97M-V functional and the def2-TZVPD basis) on a 2-piece molecular cluster, C5H8N2O overall at a distorted geometry.

```
16
Properties=species:S:1:pos:R:3:forces:R:3
C 0.124696 -0.522878 0.269441 -3.81 -3.01 -6.68
C 1.227883 -0.614452 -0.689753 -1.91 2.36 -2.73
C -0.517217 1.706154 -0.017394 4.33 -1.06 -0.66
C -1.083311 0.501923 -0.521930 1.89 -3.40 -3.10
C -1.266776 -0.967664 -0.192578 -0.82 -0.83 1.88
H -0.045471 1.168763 1.780980 1.59 -4.56 0.01
H 0.885004 -1.020991 2.267614 -2.96 3.12 -3.22
H 1.137795 -1.033318 -1.777643 -1.19 1.02 1.73
H 1.907116 -1.311594 -0.401615 3.39 -0.83 1.89
H -0.974820 2.420384 0.590590 -0.59 1.37 0.62
H -0.798563 0.314712 -1.617651 0.01 1.35 1.32
H -1.877149 -1.172789 0.740490 0.64 -0.29 -1.55
H -1.253333 -1.733481 -1.021654 -0.73 1.37 0.67
N 0.076520 -0.391905 1.546750 3.00 2.43 9.33
N 0.843150 1.803683 -0.066122 -1.61 0.80 -1.55
O 1.614476 0.853453 -0.889525 -1.22 0.18 2.02
```
Forces are in eV/Å.

Output
**Spin multiplicity**: 1
**Largest force on an atom**: 10.101 eV/A
**Frontier orbital gap**: 0.2943 Ha
**Relative energy (zero: lowest compared OMol25 entry of this formula, charge and spin)**: 260.5 kcal/mol

***

Entry 7:
ORCA calculation (the ωB97M-V functional and the def2-TZVPD basis) on a 2-piece molecular cluster, C5H8N2O overall at a distorted geometry.

```
16
Properties=species:S:1:pos:R:3:forces:R:3
C 0.971958 -0.291409 -0.053498 4.14 -3.60 0.42
C -1.278570 -1.120181 -0.036310 -0.72 -3.39 -1.37
C -1.128651 0.306616 0.349511 -1.34 0.23 1.95
C -1.118148 1.803159 0.004931 4.09 -3.46 4.72
C -0.038471 0.656210 -0.497749 -0.43 3.63 -2.17
H 4.105715 0.127845 -0.491145 -4.83 3.19 2.24
H 0.491962 -2.344394 0.400148 0.45 -0.04 0.35
H -1.700761 -1.504326 0.840846 -0.39 -1.65 1.29
H -1.906602 -1.668125 -0.883277 1.33 2.11 1.20
H -0.816669 0.253260 1.424486 -0.28 0.18 -0.80
H -0.994148 2.403609 0.982277 0.29 -1.11 -1.80
H -1.644427 2.310282 -0.648129 -2.47 1.88 -3.74
H -0.495945 0.330544 -1.485751 1.51 0.80 0.62
N 2.240559 -0.475968 0.304389 -2.02 2.98 -1.68
N 0.256569 -1.570817 -0.192322 -2.80 3.02 0.25
O 3.055623 0.783688 -0.018407 3.47 -4.78 -1.48
```
Forces are in eV/Å.

Output
**Spin multiplicity**: 1
**Largest force on an atom**: 7.138 eV/A
**Frontier orbital gap**: 0.3460 Ha
**Relative energy (zero: lowest compared OMol25 entry of this formula, charge and spin)**: 210.2 kcal/mol

***

Entry 8:
ORCA calculation (the ωB97M-V functional and the def2-TZVPD basis) on a 2-piece molecular cluster, C5H8N2O overall at a distorted geometry.

```
16
Properties=species:S:1:pos:R:3:forces:R:3
C -1.762958 -0.836316 -0.280006 -4.57 0.01 1.82
C 0.335775 -0.135622 -1.061632 3.03 1.16 0.13
C 1.463179 0.913050 -0.942100 -1.49 3.74 -2.74
C 1.322384 0.268815 1.218392 1.65 -0.33 0.40
C 0.681997 -0.767415 0.159886 -1.35 0.52 5.17
H -3.619026 -1.598093 0.219512 1.99 2.64 0.95
H -1.446979 -1.380802 -1.766150 -1.76 0.69 4.02
H 0.188428 -0.717581 -1.981259 -0.19 0.43 0.49
H 1.356251 1.754655 -1.636788 -1.08 0.59 0.42
H 2.432299 0.668604 -1.495142 -0.35 -1.11 2.27
H 0.683205 0.565337 2.139041 0.93 -1.27 -1.57
H 2.471969 -0.113802 1.626375 -3.00 1.39 -1.42
H 0.682467 -1.773536 0.431487 -0.10 -1.63 0.03
N -2.926352 -0.780034 0.620822 4.42 -3.43 -6.34
N -0.647099 -0.051625 0.056380 -1.01 -1.07 -2.70
O 1.252910 1.470221 0.394409 2.86 -2.35 -0.94
```
Forces are in eV/Å.

Output
**Spin multiplicity**: 1
**Largest force on an atom**: 8.456 eV/A
**Frontier orbital gap**: 0.3637 Ha
**Relative energy (zero: lowest compared OMol25 entry of this formula, charge and spin)**: 197.6 kcal/mol

***

Entry 9:
ORCA calculation (the ωB97M-V functional and the def2-TZVPD basis) on the molecule C5H8N2O at a distorted geometry.

```
16
Properties=species:S:1:pos:R:3:forces:R:3
C 1.327825 1.855013 -3.165605 -0.15 -0.71 0.46
C 1.264589 1.097803 -2.227470 -0.09 -1.22 0.43
C 1.135534 -0.012664 -1.083874 1.75 3.51 -2.49
O 2.036767 -0.795519 -0.927407 -1.40 -0.16 0.43
N 0.078470 0.404639 -0.339786 -0.72 -3.15 2.31
N -0.424372 -0.722284 0.566163 -0.07 0.83 -0.55
C 0.403748 -0.844164 1.767340 0.35 0.17 0.05
C -1.813877 -0.447998 0.935805 -0.01 0.21 -0.35
H 1.357856 2.427365 -4.063626 0.08 0.15 0.16
H -0.655508 0.901734 -0.834582 0.16 -0.21 0.10
H 1.446246 -1.053682 1.518489 -0.20 0.16 -0.20
H 0.355812 0.050371 2.398403 0.02 0.08 0.03
H 0.060701 -1.700616 2.361191 -0.19 0.19 -0.31
H -1.935666 0.550567 1.375827 -0.02 0.02 0.07
H -2.461164 -0.526593 0.056581 0.12 0.05 0.04
H -2.176959 -1.183971 1.662551 0.36 0.08 -0.19
```
Forces are in eV/Å.

Output
**SMILES**: C#CC(=O)NN(C)C
**Spin multiplicity**: 1
**Largest force on an atom**: 4.641 eV/A
**Frontier orbital gap**: 0.3653 Ha
**Relative energy (zero: lowest compared OMol25 entry of this formula, charge and spin)**: 91.5 kcal/mol

***

Entry 10:
ORCA calculation (the ωB97M-V functional and the def2-TZVPD basis) on the molecule C5H8N2O at a distorted geometry.

```
16
Properties=species:S:1:pos:R:3:forces:R:3
C -1.141994 0.281864 0.035508 -0.26 -0.06 0.14
C -0.068760 0.923780 -0.331773 2.33 -1.92 0.61
C -1.107400 -1.039304 0.751548 0.31 -0.16 0.01
C 0.049854 -1.946309 0.341062 -0.64 0.19 -0.10
C 0.394139 2.192272 -0.875362 0.11 0.14 -0.06
N 1.368516 -1.371942 0.354481 1.61 -0.69 0.44
N 1.555032 -0.198384 0.073795 -4.03 2.37 -0.87
O 2.574197 0.443629 -0.001519 0.75 -0.10 0.07
H -2.123844 0.731116 -0.097201 0.05 0.19 -0.06
H -1.038528 -0.847581 1.828182 -0.11 -0.01 -0.04
H -2.034174 -1.583421 0.570438 -0.03 0.02 0.07
H 0.098986 -2.793902 1.028011 -0.03 0.03 -0.15
H -0.123706 -2.349115 -0.662047 -0.04 -0.01 -0.01
H 0.233810 2.263438 -1.951145 -0.02 -0.01 -0.02
H 1.471299 2.271644 -0.689963 -0.03 -0.01 0.02
H -0.107427 3.022214 -0.374015 0.03 0.01 -0.06
```
Forces are in eV/Å.

Output
**Spin multiplicity**: 1
**Largest force on an atom**: 4.756 eV/A
**Frontier orbital gap**: 0.3489 Ha
**Relative energy (zero: lowest compared OMol25 entry of this formula, charge and spin)**: 108.4 kcal/mol

***

Entry 11:
ORCA calculation (the ωB97M-V functional and the def2-TZVPD basis) on a 2-piece molecular cluster, C5H8N2O2 overall at a distorted geometry.

```
17
Properties=species:S:1:pos:R:3:forces:R:3
N -1.513131 -0.766711 0.760441 -0.74 -1.99 0.99
C -0.707141 0.189953 0.298325 0.71 2.88 -0.38
C -0.277359 1.338855 0.932771 -0.42 -1.80 0.18
C 0.460054 2.163542 0.010025 1.37 1.37 -0.38
O 0.972664 3.262546 0.202553 -0.72 -1.14 -0.16
C 0.513337 1.422851 -1.322377 -0.15 0.23 -0.35
N 1.224961 0.140304 -1.218129 0.31 -0.26 0.27
C -0.240723 0.173923 -1.130648 -0.43 0.17 -0.24
H -2.328012 -1.060068 0.240701 0.46 -0.18 -0.02
H -1.385370 -1.157050 1.683905 -0.43 0.52 -0.05
H -0.424713 1.573045 1.985728 0.02 -0.01 -0.33
H 0.531391 1.970631 -2.264011 0.00 -0.09 0.32
H 1.523730 -0.181897 -2.136868 -0.11 0.11 0.04
H -0.837890 -0.294530 -1.912748 0.11 0.12 0.21
O 0.937840 -3.295253 1.377127 0.12 0.84 0.00
H 0.051583 -2.991772 1.120838 0.50 -0.04 0.00
H 1.498779 -2.488368 1.372367 -0.61 -0.74 -0.09
```
Forces are in eV/Å.

Output
**SMILES**: NC1=CC(=O)[C@H]2N[C@@H]12.O
**Spin multiplicity**: 1
**Largest force on an atom**: 2.991 eV/A
**Frontier orbital gap**: 0.3481 Ha
**Relative energy (zero: lowest compared OMol25 entry of this formula, charge and spin)**: 65.5 kcal/mol

***

Entry 12:
ORCA calculation (the ωB97M-V functional and the def2-TZVPD basis) on the molecule C5H8N2O2 at a distorted geometry.

```
17
Properties=species:S:1:pos:R:3:forces:R:3
C 2.663163 0.493033 0.553310 -0.31 0.81 -0.62
C 1.737725 -0.453252 0.410857 1.01 -1.29 -0.10
C 0.763600 -0.626017 -0.797446 0.24 2.23 2.19
N -0.574627 -0.953496 -0.548295 -2.70 2.63 2.13
C -1.426276 0.129074 -0.047774 2.59 -1.80 -0.34
C -0.948349 1.288588 0.438245 -1.75 0.65 0.57
N -2.852868 -0.208157 -0.008260 -1.58 0.56 -0.13
O -3.646626 0.645565 0.348749 0.76 0.34 0.19
O -3.237430 -1.303754 -0.362574 1.03 -0.60 -0.19
H 3.521128 0.325233 1.213424 -0.47 0.32 -0.13
H 2.621635 1.449141 -0.029895 0.13 -0.91 0.57
H 2.013017 -1.393996 0.981589 -1.02 0.95 -0.61
H 1.287867 -1.345518 -1.301426 0.69 -2.05 -1.84
H 0.672067 0.269909 -1.392972 1.01 0.67 -0.30
H -1.027198 -1.776328 -0.817631 -0.55 -1.16 -0.41
H -1.714152 2.067855 0.866140 1.89 -1.66 -1.02
H 0.147328 1.392122 0.493953 -0.96 0.33 0.05
```
Forces are in eV/Å.

Output
**SMILES**: C=CCNC(=C)[N+](=O)[O-]
**Spin multiplicity**: 1
**Largest force on an atom**: 4.332 eV/A
**Frontier orbital gap**: 0.3163 Ha
**Relative energy (zero: lowest compared OMol25 entry of this formula, charge and spin)**: 142.0 kcal/mol